Record 1
DFT (ωB97M-V/def2-TZVPD) results for C2H8O2P4 in the gas phase at a distorted geometry.

CARTESIAN COORDINATES (ANGSTROEM)
C: -2.94 0.35 -0.28
C: -1.47 0.14 -0.19
O: -1.07 -0.65 0.63
O: -0.64 0.70 -0.98
P: 1.11 -0.40 -0.51
P: 1.94 0.87 -2.05
P: 1.45 0.59 1.40
P: 2.16 -0.98 2.62
H: -3.13 1.31 0.20
H: -3.48 -0.58 -0.14
H: -3.15 0.62 -1.30
H: 2.51 -0.39 -2.69
H: 0.89 0.89 -2.84
H: 2.63 0.92 0.89
H: 0.99 -1.16 3.21
H: 2.19 -2.23 2.04

Summary:
HOMO-LUMO gap: 8.299 eV
structure (SMILES): CC(=O)OP(#[PH2])[PH]#[PH2]
LUMO level: -0.431 eV

Record 2
DFT (ωB97M-V/def2-TZVPD) results for 2 unconnected molecules or ions with the total composition H4O2 at a distorted geometry.

CARTESIAN COORDINATES (ANGSTROEM)
O: -1.81 -0.10 -0.04
H: -1.23 -0.77 0.28
H: -1.36 0.73 -0.17
O: 1.12 -0.15 -0.01
H: 1.84 -0.10 -0.70
H: 1.44 0.40 0.65

Summary:
HOMO-LUMO gap: 11.639 eV
structure (SMILES): O.O
energy relative to the best compared isomer or geometry (same formula, charge and spin): 6.30 kcal/mol
LUMO level: 0.634 eV

Record 3
DFT (ωB97M-V/def2-TZVPD) results for 5 unconnected molecules or ions with the total composition C19H42FO19P5 at a distorted geometry.

CARTESIAN COORDINATES (ANGSTROEM)
C: 5.59 1.69 3.62
P: 4.33 3.11 3.66
O: 4.65 3.96 2.19
C: 2.57 2.46 3.44
C: 2.20 1.12 3.20
C: 0.63 0.87 3.01
O: 0.33 -0.11 2.29
C: -0.45 1.83 3.66
F: -1.73 1.29 3.92
C: -0.08 3.15 3.93
C: 1.42 3.58 3.55
O: 1.70 4.77 3.33
H: 5.26 0.97 2.80
H: 5.68 1.19 4.64
H: 6.57 2.15 3.25
H: 4.45 4.91 2.37
H: 2.98 0.31 3.14
H: -0.81 3.90 4.36
C: -5.08 1.55 -2.83
O: -4.22 0.53 -2.32
P: -4.23 0.34 -0.61
O: -3.66 1.74 -0.37
O: -3.04 -0.77 -0.73
C: -1.87 -0.46 -1.47
O: -4.39 0.03 1.07
C: -3.21 -0.05 1.85
H: -5.25 1.35 -3.89
H: -6.04 1.54 -2.30
H: -4.60 2.52 -2.72
H: -1.68 0.62 -1.51
H: -1.96 -0.85 -2.49
H: -1.01 -0.93 -0.99
H: -2.50 0.74 1.59
H: -2.74 -1.03 1.73
H: -3.49 0.07 2.90
C: 0.57 -0.66 -6.70
O: 1.40 -1.70 -6.19
P: 1.34 -1.94 -4.49
O: 1.94 -0.55 -4.26
O: 2.53 -3.06 -4.62
C: 3.70 -2.74 -5.36
O: 1.23 -2.20 -2.80
C: 2.44 -2.26 -2.05
H: 0.44 -0.82 -7.77
H: -0.40 -0.67 -6.21
H: 1.06 0.31 -6.55
H: 3.89 -1.66 -5.40
H: 3.61 -3.13 -6.38
H: 4.56 -3.22 -4.88
H: 3.14 -1.48 -2.36
H: 2.89 -3.24 -2.16
H: 2.18 -2.10 -1.00
C: -0.12 1.63 10.60
O: 0.72 2.78 10.46
P: 0.65 3.55 8.93
O: 1.21 2.34 8.19
O: 1.85 4.56 9.40
C: 3.05 4.01 9.93
O: 0.43 4.44 7.48
C: 1.58 4.80 6.73
H: -0.25 1.44 11.67
H: -1.10 1.81 10.15
H: 0.35 0.77 10.14
H: 3.23 2.99 9.58
H: 2.99 4.02 11.02
H: 3.89 4.63 9.62
H: 2.30 3.98 6.66
H: 2.05 5.68 7.17
H: 1.25 5.06 5.72
C: -5.21 -2.99 -7.04
O: -4.47 -4.20 -7.11
P: -2.89 -4.15 -6.43
O: -2.40 -3.12 -7.45
O: -2.62 -5.68 -6.97
C: -2.87 -5.99 -8.33
O: -1.40 -4.15 -5.59
C: -0.24 -4.63 -6.25
H: -6.27 -3.22 -7.18
H: -5.08 -2.51 -6.07
H: -4.89 -2.31 -7.84
H: -2.79 -5.11 -8.97
H: -3.87 -6.43 -8.43
H: -2.13 -6.73 -8.66
H: -0.18 -4.27 -7.28
H: -0.23 -5.72 -6.24
H: 0.63 -4.27 -5.71

Summary:
HOMO-LUMO gap: 5.983 eV
structure (SMILES): CP(O)C1=CC(=O)C(F)=CC1=O.COP(=O)(OC)OC.COP(=O)(OC)OC.COP(=O)(OC)OC.COP(=O)(OC)OC
LUMO level: -2.677 eV

Record 4
DFT (ωB97M-V/def2-TZVPD) results for a molecular structure, C8H8Cl2IrN2O3V at a distorted geometry.

CARTESIAN COORDINATES (ANGSTROEM)
Ir: -0.34 -0.58 -7.60
V: -0.23 -1.37 0.51
Cl: -0.68 1.07 -6.08
Cl: 1.62 -2.02 -0.37
C: -1.05 -2.68 1.47
C: -0.85 0.20 -9.20
C: 0.26 -2.33 -7.79
O: -1.55 -3.47 2.18
O: -1.15 0.69 -10.22
O: 0.67 -3.43 -7.86
C: 2.32 1.29 4.30
C: 1.17 0.98 3.42
C: -0.15 1.44 3.42
C: -0.81 0.78 2.38
N: 0.07 -0.06 1.76
N: 1.29 0.11 2.42
C: -2.21 0.85 1.94
H: 2.55 2.36 4.26
H: 2.09 1.04 5.35
H: 3.20 0.72 3.99
H: -0.58 2.17 4.10
H: 2.13 -0.37 2.10
H: -2.88 0.55 2.77
H: -2.48 1.88 1.68
H: -2.40 0.19 1.08

Summary:
HOMO-LUMO gap (spin up / spin down): 6.222 / 2.387 eV
energy relative to the best compared isomer or geometry (same formula, charge and spin): 1.32 kcal/mol
spin multiplicity: 7
LUMO level (spin up / spin down): -14.954 / -18.975 eV
total charge: +4
expectation value of S²: 12.14

Record 5
DFT (ωB97M-V/def2-TZVPD) results for C2ClN5 in the gas phase at a distorted geometry.

CARTESIAN COORDINATES (ANGSTROEM)
N: 0.50 -0.90 2.54
C: 0.36 -0.52 1.49
C: 0.35 -0.28 0.07
N: 1.23 -0.37 -0.84
N: 0.54 -0.16 -1.94
N: -0.63 0.29 -1.76
N: -0.88 0.28 -0.46
Cl: -1.47 1.65 0.89

Summary:
HOMO-LUMO gap (spin up / spin down): 8.010 / 8.011 eV
structure (SMILES): N#Cc1nnnn1Cl
energy relative to the best compared isomer or geometry (same formula, charge and spin): 37.84 kcal/mol
LUMO level (spin up / spin down): -3.694 / -3.693 eV

Record 6
DFT (ωB97M-V/def2-TZVPD) results for a molecular structure, C17H11F10N3Se3TeV at a distorted geometry.

CARTESIAN COORDINATES (ANGSTROEM)
V: 1.25 -0.36 -0.19
C: 2.66 -0.71 2.94
N: 1.37 -0.42 2.31
C: 0.90 0.92 2.68
C: -0.14 1.40 1.69
N: 0.47 1.30 0.36
C: 0.11 2.29 -0.56
C: 1.09 2.90 -1.35
F: 2.37 2.56 -1.18
C: 0.80 3.84 -2.30
F: 1.77 4.39 -3.04
C: -0.51 4.25 -2.50
F: -0.80 5.17 -3.43
C: -1.50 3.69 -1.73
F: -2.77 4.07 -1.91
C: -1.19 2.74 -0.78
F: -2.21 2.20 -0.08
C: 0.38 -1.47 2.64
C: 0.35 -2.49 1.52
N: 0.20 -1.84 0.22
C: -1.00 -2.08 -0.48
C: -2.26 -1.71 -0.02
F: -2.38 -1.14 1.20
C: -3.42 -1.88 -0.75
F: -4.60 -1.48 -0.26
C: -3.35 -2.47 -1.99
F: -4.46 -2.64 -2.72
C: -2.13 -2.90 -2.48
F: -2.07 -3.50 -3.67
C: -0.99 -2.73 -1.72
F: 0.14 -3.23 -2.20
H: 2.59 -0.62 4.03
H: 3.41 -0.02 2.56
H: 2.98 -1.72 2.69
H: 1.75 1.59 2.62
H: 0.51 0.93 3.71
H: -0.41 2.43 1.93
H: -1.06 0.81 1.77
H: -0.60 -1.02 2.75
H: 0.64 -1.95 3.59
H: -0.45 -3.22 1.70
H: 1.30 -3.04 1.52
Se: 0.80 -0.10 -2.63
Se: 2.49 -1.20 -3.78
Te: 4.45 -0.41 -2.42
Se: 3.52 -1.17 -0.21

Summary:
HOMO-LUMO gap (spin up / spin down): 6.435 / 6.625 eV
spin multiplicity: 3
LUMO level (spin up / spin down): 2.469 / 2.466 eV
total charge: -1
expectation value of S²: 2.02

Record 7
DFT (ωB97M-V/def2-TZVPD) results for 2 unconnected molecules or ions with the total composition CH5N2O at a distorted geometry.

CARTESIAN COORDINATES (ANGSTROEM)
C: -1.71 0.37 0.44
N: -1.74 -0.51 -0.51
N: 2.09 -0.51 0.34
O: 1.85 0.45 -0.75
H: -2.60 0.96 0.61
H: -0.86 0.56 1.09
H: 0.92 0.69 -0.58
H: -0.85 -0.98 -0.62
H: 2.90 -1.03 -0.02

Summary:
HOMO-LUMO gap: 4.642 eV
energy relative to the best compared isomer or geometry (same formula, charge and spin): 97.31 kcal/mol
LUMO level: 4.200 eV
total charge: -1

Record 8
DFT (ωB97M-V/def2-TZVPD) results for 3 unconnected molecules or ions with the total composition C10H14Cl2N2 at a distorted geometry.

CARTESIAN COORDINATES (ANGSTROEM)
C: 2.76 1.34 -1.08
C: 3.07 1.31 0.34
C: 1.88 1.26 1.04
N: 0.90 1.25 0.08
C: 1.40 1.31 -1.18
H: 3.47 1.44 -1.91
H: 4.02 1.34 0.80
H: 1.67 1.14 2.12
H: -0.03 0.90 0.23
H: 0.72 1.14 -2.02
C: -2.62 0.11 0.45
C: -2.65 1.36 1.11
C: -1.79 1.35 2.18
N: -1.18 0.06 2.16
C: -1.75 -0.68 1.20
H: -3.25 -0.30 -0.32
H: -3.22 2.24 0.83
H: -1.50 2.17 2.83
H: -0.52 -0.24 2.83
H: -1.47 -1.69 1.07
Cl: -1.30 -3.44 -2.43
C: -0.66 -1.86 -1.93
C: 0.76 -2.05 -1.40
Cl: 0.86 -3.15 -0.02
H: -1.33 -1.60 -1.11
H: -0.78 -1.22 -2.78
H: 1.03 -1.07 -1.03
H: 1.50 -2.42 -2.08

Summary:
HOMO-LUMO gap: 9.292 eV
structure (SMILES): c1cc[nH]c1.c1cc[nH]c1.ClCCCl
energy relative to the best compared isomer or geometry (same formula, charge and spin): 27.98 kcal/mol
LUMO level: 0.691 eV

Record 9
DFT (ωB97M-V/def2-TZVPD) results for a molecular structure, C21H20ClN3O3Ti at a distorted geometry.

CARTESIAN COORDINATES (ANGSTROEM)
Ti: 10.40 8.92 9.20
O: 9.41 7.85 12.85
C: 9.43 7.84 11.67
O: 10.47 8.51 11.00
C: 8.56 7.13 10.67
C: 7.73 6.06 11.01
C: 7.05 5.44 9.99
C: 7.22 5.84 8.69
C: 8.12 6.85 8.36
N: 8.79 7.46 9.40
H: 7.60 5.77 12.06
H: 6.43 4.56 10.15
H: 6.71 5.35 7.85
H: 8.36 7.18 7.35
C: 10.99 6.52 5.68
C: 11.32 7.74 6.39
O: 10.71 8.01 7.52
N: 12.27 8.56 5.89
C: 12.93 9.60 6.65
C: 13.24 9.18 8.08
C: 14.34 8.46 8.33
C: 14.66 8.12 9.67
C: 13.96 8.79 10.68
C: 12.88 9.59 10.37
N: 12.44 9.60 9.12
H: 10.30 6.78 4.86
H: 10.48 5.80 6.37
H: 11.84 5.99 5.24
H: 12.55 8.37 4.94
H: 12.24 10.47 6.79
H: 13.83 9.86 6.13
H: 14.99 8.04 7.53
H: 15.37 7.37 9.92
H: 14.25 8.70 11.75
H: 12.37 10.21 11.18
Cl: 9.60 11.32 5.85
C: 8.21 10.54 6.56
C: 7.18 10.05 5.75
C: 5.98 9.74 6.40
C: 5.80 9.89 7.74
C: 6.87 10.27 8.54
C: 8.16 10.41 8.01
C: 9.28 10.65 8.86
H: 7.31 9.96 4.68
H: 5.14 9.35 5.83
H: 4.86 9.70 8.24
H: 6.69 10.52 9.52
H: 9.14 10.94 9.93
H: 10.12 11.08 8.29

Summary:
HOMO-LUMO gap (spin up / spin down): 6.792 / 6.768 eV
energy relative to the best compared isomer or geometry (same formula, charge and spin): 11.77 kcal/mol
spin multiplicity: 2
LUMO level (spin up / spin down): -3.177 / -3.238 eV
total charge: +1
expectation value of S²: 0.76

Record 10
DFT (ωB97M-V/def2-TZVPD) results for C5H8O in the gas phase.

CARTESIAN COORDINATES (ANGSTROEM)
C: 0.71 0.76 -1.30
C: 0.80 0.33 0.15
C: -0.25 0.68 1.15
C: -0.06 -0.77 0.75
C: -1.17 -1.40 -0.02
O: -1.48 -2.56 0.06
H: 0.66 1.86 -1.38
H: 1.59 0.42 -1.85
H: -0.17 0.36 -1.82
H: 1.81 0.33 0.55
H: -1.15 1.17 0.79
H: 0.04 0.97 2.15
H: 0.41 -1.45 1.46
H: -1.74 -0.70 -0.67

Summary:
HOMO-LUMO gap: 10.805 eV
structure (SMILES): C[C@H]1C[C@H]1C=O
energy relative to the best compared isomer or geometry (same formula, charge and spin): 27.33 kcal/mol
LUMO level: 1.073 eV

Record 11
DFT (ωB97M-V/def2-TZVPD) results for 2 unconnected molecules or ions with the total composition C25H41BrN2O3Si at a distorted geometry.

CARTESIAN COORDINATES (ANGSTROEM)
C: 4.18 0.34 3.77
C: 2.97 1.26 4.10
C: 1.76 1.03 3.18
C: 2.04 1.30 1.71
C: 0.81 1.43 0.81
C: -0.19 0.27 0.88
C: -1.18 0.31 2.07
C: -2.67 0.54 1.68
Si: -3.36 1.93 2.77
C: -5.24 1.86 2.94
C: -5.65 1.03 4.13
O: -5.91 1.45 5.15
Br: -5.76 -0.92 3.85
O: -2.81 3.40 2.20
C: -2.22 4.27 3.19
C: -0.78 4.52 2.79
C: -0.06 5.51 3.72
O: -0.76 5.07 1.49
H: 4.41 -0.26 4.64
H: 5.05 0.97 3.60
H: 3.98 -0.26 2.89
H: 3.24 2.31 4.03
H: 2.64 1.02 5.10
H: 1.44 0.00 3.34
H: 0.96 1.68 3.56
H: 2.71 0.54 1.30
H: 2.59 2.25 1.66
H: 0.30 2.39 0.92
H: 1.19 1.45 -0.22
H: -0.78 0.30 -0.05
H: 0.34 -0.68 0.86
H: -1.06 -0.62 2.63
H: -0.88 1.10 2.76
H: -2.81 0.73 0.62
H: -3.22 -0.35 1.98
H: -2.80 1.66 4.12
H: -5.71 1.41 2.07
H: -5.63 2.85 3.15
H: -2.23 3.83 4.20
H: -2.76 5.22 3.23
H: -0.26 3.56 2.86
H: 0.49 6.19 3.09
H: 0.70 4.96 4.28
H: -0.73 6.02 4.41
H: -0.84 4.38 0.82
C: 4.63 -5.88 -6.14
N: 3.54 -5.04 -5.58
C: 3.44 -3.76 -5.96
C: 2.42 -2.96 -5.49
C: 1.48 -3.48 -4.61
C: 1.62 -4.81 -4.22
C: 2.66 -5.57 -4.71
C: 0.33 -2.66 -4.13
C: -0.98 -3.07 -4.35
C: -2.03 -2.33 -3.86
N: -1.80 -1.21 -3.15
C: -0.55 -0.78 -2.94
C: 0.53 -1.48 -3.42
C: -2.94 -0.45 -2.58
H: 5.58 -5.40 -5.91
H: 4.48 -5.95 -7.21
H: 4.59 -6.87 -5.69
H: 4.19 -3.39 -6.65
H: 2.37 -1.93 -5.83
H: 0.92 -5.26 -3.53
H: 2.79 -6.60 -4.43
H: -1.19 -3.97 -4.92
H: -3.06 -2.63 -4.01
H: -0.44 0.13 -2.37
H: 1.53 -1.11 -3.21
H: -2.89 0.57 -2.96
H: -2.84 -0.47 -1.50
H: -3.87 -0.91 -2.88

Summary:
HOMO-LUMO gap: 5.292 eV
LUMO level: -7.793 eV
total charge: +2

Record 12
DFT (ωB97M-V/def2-TZVPD) results for C3H6N2O in the gas phase at a distorted geometry.

CARTESIAN COORDINATES (ANGSTROEM)
C: 1.54 0.40 0.61
C: -1.82 0.09 -0.25
N: 1.52 -0.82 0.05
C: -0.32 0.16 -0.28
O: 0.24 0.69 0.96
N: 0.37 -1.03 -0.58
H: 2.30 -1.42 -0.16
H: 2.32 0.72 1.29
H: 0.40 1.00 -0.93
H: -2.24 1.09 -0.14
H: -2.19 -0.38 -1.16
H: -2.14 -0.51 0.60

Summary:
HOMO-LUMO gap (spin up / spin down): 8.744 / 8.744 eV
energy relative to the best compared isomer or geometry (same formula, charge and spin): 98.95 kcal/mol
LUMO level (spin up / spin down): 0.965 / 0.965 eV